53
Properties=species:S:1:pos:R:3:forces:R:3 method="wB97M-V/def2-TZVPD" orbital_gap_ev=2.9789 multiplicity=1 de_lowest_kj_mol=66.4 homo_ev=-5.1
C 2.01731 0.32693 2.43660 0.7 -0.4 -0.2
C 0.61225 0.83626 2.46277 -1.0 -1.3 0.2
C -0.45517 -0.08396 2.64344 1.0 -0.2 -0.4
C -1.81732 0.27370 2.70668 -0.2 0.1 0.2
C -2.23710 1.61011 2.55743 0.0 0.4 -0.1
C -3.55789 1.96250 2.66532 -0.2 -0.3 -0.1
C -4.51513 0.99385 2.91453 -0.6 0.2 0.0
C -4.14176 -0.33344 3.04958 -0.1 0.0 -0.1
C -2.81893 -0.69244 2.94964 0.2 0.2 -0.2
O 0.43328 2.04134 2.35008 0.5 2.1 -0.4
H 2.09437 -0.62290 1.91041 0.0 -0.2 0.1
H 2.65649 1.04925 1.93214 0.0 0.1 0.0
H 2.40854 0.20388 3.44505 0.0 -0.1 0.1
H -0.19879 -1.12104 2.76037 0.1 -0.4 0.1
H -1.49508 2.36202 2.36237 0.0 0.0 0.0
H -3.85229 2.99260 2.53924 0.0 0.2 0.0
H -5.55287 1.27554 2.99420 -0.2 0.0 0.0
H -4.89769 -1.08595 3.21384 -0.1 -0.1 0.1
H -2.53641 -1.72529 3.04198 0.1 -0.3 0.1
C 1.76579 2.92548 -2.26901 0.2 0.1 0.0
C 1.96005 1.49539 -1.93447 0.7 -0.6 0.5
N 3.18275 0.91407 -1.73535 -0.7 0.4 -0.1
C 4.46150 1.61032 -1.74067 -0.3 0.1 -0.1
C 3.01720 -0.44172 -1.40741 -0.8 -0.4 0.2
C 1.63965 -0.71689 -1.41447 0.3 -0.4 -0.1
C 1.18516 -1.97276 -0.99878 0.1 0.5 0.0
C 2.09932 -2.93235 -0.64042 0.1 0.0 0.0
C 3.46657 -2.65587 -0.64700 -0.2 -0.2 0.0
C 3.93494 -1.41916 -1.01913 0.1 0.8 -0.2
C 0.95441 0.51737 -1.75562 -1.2 0.0 0.0
C -0.43348 0.77294 -1.68141 1.4 -0.3 0.4
C -1.47345 -0.21157 -1.66466 -0.5 -0.4 0.0
C -1.40651 -1.40173 -2.42092 0.2 0.4 0.1
C -2.39143 -2.35462 -2.32206 0.1 0.0 -0.2
C -3.48593 -2.14223 -1.50027 -0.1 0.0 0.1
C -3.59442 -0.96894 -0.77412 -0.3 -0.2 0.1
C -2.61263 -0.01383 -0.85719 0.6 0.4 -0.2
H 0.70822 3.17379 -2.37953 0.2 -0.2 0.0
H 2.18562 3.56358 -1.48902 0.0 0.0 0.0
H 2.26824 3.17328 -3.20677 0.0 0.0 0.0
H 5.26872 0.93491 -1.47290 -0.2 -0.1 0.0
H 4.65662 2.01719 -2.72890 0.1 0.0 -0.1
H 4.44121 2.42692 -1.02388 0.0 0.1 0.1
H 0.13096 -2.16316 -0.92391 -0.1 -0.2 0.0
H 1.74913 -3.90767 -0.34744 0.0 -0.1 0.1
H 4.15861 -3.41890 -0.33460 0.2 -0.1 0.0
H 4.98609 -1.20014 -0.99485 0.3 0.0 0.0
H -0.72556 1.79303 -1.48535 -0.1 0.2 -0.1
H -0.56337 -1.55741 -3.07237 0.1 0.0 -0.1
H -2.30921 -3.27022 -2.88524 0.0 -0.1 -0.1
H -4.25398 -2.89457 -1.42592 -0.1 -0.1 0.0
H -4.44251 -0.81210 -0.12749 -0.1 0.1 0.1
H -2.67411 0.87460 -0.25450 -0.1 0.3 0.2